# 1
Density functional theory data (ωB97M-V/def2-TZVPD) for a molecular structure, C44H55CsN4O8 in a non-equilibrium geometry.

XYZ file:
```
112
Properties=species:S:1:pos:R:3:forces:R:3
Cs -1.868 1.878 -0.468 -0.2 -0.4 0.2
C -5.193 1.594 1.639 -1.0 -0.1 0.1
C -4.728 2.876 2.311 0.6 -0.2 -0.6
O -3.357 3.104 1.965 0.4 0.3 0.4
C -2.671 4.186 2.620 1.3 -1.0 -0.6
C -2.245 5.268 1.636 -0.2 -0.4 0.0
O -1.392 4.768 0.597 -1.3 0.1 0.9
C -0.903 5.785 -0.234 -0.3 0.2 -0.8
C -0.258 5.096 -1.411 -0.1 0.3 0.1
O -1.186 4.319 -2.138 0.5 -0.1 -0.8
C -0.484 3.803 -3.311 0.6 1.2 1.5
C -1.493 3.221 -4.237 -0.4 -0.9 0.1
O -2.310 2.370 -3.409 0.0 -0.3 -1.6
C -2.897 1.218 -4.082 -0.3 0.5 1.8
C -4.370 1.182 -3.653 0.7 -0.1 0.0
O -4.473 1.146 -2.237 0.2 -0.9 -0.6
C -5.818 0.904 -1.871 -0.4 0.0 1.2
C -5.885 0.597 -0.353 1.2 -0.8 -1.1
O -5.034 1.577 0.201 -0.1 0.8 2.0
H -6.292 1.475 1.897 1.1 0.1 -0.3
H -4.679 0.745 2.077 0.2 -0.3 0.0
H -4.848 2.812 3.395 0.0 -0.3 0.0
H -5.351 3.685 1.975 -0.2 0.7 -0.3
H -1.703 3.813 3.117 -1.5 0.1 -0.6
H -3.294 4.635 3.378 -0.2 0.2 0.4
H -1.698 5.971 2.218 0.8 0.8 0.7
H -3.110 5.842 1.292 -0.1 -0.3 -0.7
H -0.175 6.385 0.308 0.3 0.1 0.0
H -1.670 6.497 -0.612 -0.1 -0.6 0.4
H 0.563 4.489 -1.038 0.3 -0.4 0.0
H 0.144 5.820 -2.111 0.4 0.5 0.1
H 0.309 3.121 -2.915 -0.6 0.0 -0.6
H 0.041 4.670 -3.768 -0.2 -0.5 -0.1
H -0.992 2.627 -5.020 -0.1 0.2 0.2
H -2.080 4.019 -4.731 0.0 -0.4 0.3
H -2.356 0.326 -3.718 -0.3 0.2 -0.1
H -2.802 1.256 -5.156 0.0 0.2 -0.4
H -4.874 0.336 -4.150 0.1 0.0 0.3
H -4.863 2.096 -3.940 -0.2 0.5 -0.7
H -6.198 0.051 -2.468 -0.3 0.6 0.3
H -6.403 1.852 -1.967 0.2 -0.7 -0.6
H -5.500 -0.441 -0.089 -0.7 1.3 -0.3
H -6.909 0.773 -0.005 0.0 -0.4 0.0
C 12.866 -0.810 -2.423 0.3 -0.3 1.1
O 12.092 -0.116 -1.408 -0.7 -0.5 -1.1
C 10.698 -0.259 -1.356 1.3 -1.2 -0.5
C 9.957 -1.366 -1.897 0.9 1.1 0.8
C 8.602 -1.428 -1.607 -0.2 0.3 0.1
C 7.989 -0.350 -0.931 0.9 -0.5 0.1
C 8.725 0.726 -0.438 0.8 -1.0 -1.1
C 10.096 0.735 -0.619 -0.1 1.2 0.9
C 6.579 -0.252 -0.759 -2.7 -0.3 -1.2
N 5.953 0.677 -0.054 0.5 -1.1 -0.5
C 4.633 0.556 -0.381 0.6 -0.4 -1.7
C 4.418 -0.393 -1.375 0.5 -0.3 1.3
N 5.663 -0.989 -1.572 0.2 0.5 -0.2
C 3.096 -0.772 -1.776 -0.8 0.0 0.2
C 2.801 -1.806 -2.683 -0.9 0.1 0.0
C 1.462 -2.139 -2.887 -0.3 1.0 0.9
C 0.469 -1.369 -2.258 1.1 1.5 0.2
N 0.718 -0.272 -1.494 -0.7 -2.1 -0.7
C 1.980 -0.067 -1.161 1.0 1.4 -0.1
C 2.225 1.082 -0.222 1.9 -0.7 1.1
N 1.238 1.666 0.507 0.5 0.5 -0.4
C 1.580 2.595 1.418 -0.6 -2.0 -1.4
C 2.867 2.993 1.679 -0.4 1.1 -0.1
C 3.879 2.462 0.977 1.1 -1.8 -0.9
C 3.606 1.370 0.101 -2.0 1.3 0.8
H 13.888 -0.385 -2.358 -0.7 -0.2 0.1
H 12.521 -0.676 -3.446 -0.4 0.1 0.0
H 12.932 -1.895 -2.182 -0.1 0.6 -0.2
H 10.472 -2.151 -2.447 -0.2 0.2 0.2
H 8.006 -2.318 -1.885 0.5 0.7 0.1
H 8.208 1.563 -0.047 -0.3 0.5 0.6
H 10.688 1.562 -0.153 -0.4 -1.0 -0.8
H 5.865 -1.676 -2.333 0.0 1.1 1.3
H 3.570 -2.320 -3.249 0.1 0.0 0.2
H 1.077 -2.917 -3.512 0.4 -0.5 -0.4
H -0.561 -1.546 -2.469 -0.6 -0.3 0.0
H 0.778 2.958 1.997 -0.9 0.6 0.5
H 3.021 3.814 2.333 0.2 0.5 0.7
H 4.912 2.760 1.135 -0.1 -0.1 0.0
C -5.585 -2.679 0.872 -0.3 0.7 0.2
C -5.166 -4.149 0.917 -0.6 -0.3 0.7
C -4.358 -4.508 -0.317 0.3 -0.8 -1.1
C -4.561 -4.639 2.244 -0.8 0.5 -2.4
C -5.395 -5.323 3.113 2.1 0.2 1.3
C -4.749 -5.711 4.314 -1.5 -0.2 0.4
C -3.433 -5.340 4.595 -0.9 -0.5 -1.3
C -2.607 -4.737 3.674 -0.8 0.5 -0.4
C -1.209 -4.409 4.108 -0.3 -0.8 0.4
C -0.177 -4.375 2.994 0.0 0.2 -0.2
C -1.071 -3.252 5.122 0.0 1.0 -0.7
C -3.173 -4.352 2.407 1.0 1.6 1.1
O -2.515 -3.568 1.607 -0.7 -0.8 0.1
H -5.608 -2.398 -0.212 -0.4 0.0 0.8
H -4.802 -2.061 1.347 -0.3 -0.1 -0.1
H -6.593 -2.473 1.394 1.5 -0.3 -0.9
H -6.121 -4.667 0.876 -0.1 -0.4 -0.3
H -3.692 -3.702 -0.671 -0.2 -0.4 0.4
H -5.016 -4.788 -1.163 -0.1 0.4 0.2
H -3.767 -5.431 -0.184 0.0 0.5 0.3
H -6.469 -5.443 2.933 0.5 -0.2 0.0
H -5.312 -6.273 5.070 0.2 0.3 -0.2
H -3.041 -5.557 5.550 0.4 -0.4 1.1
H -0.965 -5.284 4.728 0.2 0.0 -0.1
H -0.197 -3.420 2.482 0.1 0.3 0.0
H -0.337 -5.103 2.164 0.2 0.2 1.0
H 0.755 -4.494 3.545 0.6 -0.2 -0.6
H -0.076 -3.294 5.594 -0.1 0.2 -0.2
H -1.797 -3.330 5.933 -0.1 -0.2 -0.1
H -1.228 -2.234 4.662 0.3 -1.0 0.3
```
Positions in Å, forces in eV/Å.

Output
Net charge: 0
Kohn-Sham gap: 4.006 eV
E_HOMO: -0.1590 Ha
LUMO level: -0.32 eV
Total energy: -2550.57446 Eh
Energy above the lowest of the compared OMol25 structures with the same formula, charge and spin: 0.0 kcal/mol


# 2
Density functional theory data (ωB97M-V/def2-TZVPD) for 11 unconnected molecules or ions with the total composition C44H55F33O22 in a non-equilibrium geometry.

XYZ file:
```
154
Properties=species:S:1:pos:R:3:forces:R:3
C 3.445 -9.554 0.714 -1.5 0.4 0.6
C 3.816 -8.854 -0.566 2.3 -0.6 -0.3
O 3.084 -7.686 -0.910 -0.9 0.1 0.4
C 1.959 -7.829 -1.616 1.2 -0.1 0.0
O 1.637 -8.799 -2.227 -0.4 -0.1 0.0
C 1.135 -6.531 -1.568 -0.3 -0.3 0.3
F 1.663 -5.596 -0.770 -0.1 -0.2 -0.4
F 0.989 -6.030 -2.797 -0.2 0.0 0.3
F -0.062 -6.877 -1.053 0.1 0.4 -0.4
H 2.501 -10.105 0.676 0.1 -0.2 -0.4
H 3.236 -8.810 1.489 0.4 0.1 0.0
H 4.217 -10.229 1.073 0.2 0.1 -0.2
H 3.950 -9.541 -1.404 -0.7 0.1 -0.1
H 4.832 -8.472 -0.424 -0.1 0.2 0.1
C 6.626 -5.239 -3.896 0.2 -1.1 0.3
C 7.099 -3.959 -3.203 -0.6 -0.4 -1.6
O 6.203 -3.688 -2.108 0.1 -0.2 0.2
C 5.707 -2.466 -2.048 0.0 0.5 -0.6
O 6.128 -1.496 -2.611 -0.1 -0.1 0.1
C 4.418 -2.375 -1.188 1.9 -0.2 -0.3
F 3.559 -1.570 -1.778 -0.7 -0.1 -0.1
F 3.930 -3.585 -0.978 -0.7 0.0 0.2
F 4.777 -1.822 -0.027 -0.3 0.1 0.6
H 6.641 -5.149 -4.981 0.1 0.2 0.0
H 5.615 -5.532 -3.610 -0.1 0.5 0.0
H 7.208 -6.133 -3.657 0.2 0.2 0.1
H 6.967 -3.212 -3.983 0.1 0.6 0.5
H 8.149 -3.961 -2.929 -0.1 -0.1 0.5
C -2.550 0.580 1.131 -0.2 0.2 -1.2
C -1.532 0.505 -0.020 -0.6 1.6 1.5
O -1.206 -0.851 -0.214 0.6 -1.8 0.2
C -0.026 -1.161 -0.741 -0.8 0.9 0.0
O 0.696 -0.362 -1.254 0.6 -0.1 -0.1
C 0.351 -2.665 -0.705 -0.6 0.4 -0.6
F 0.688 -2.975 -1.965 0.3 -0.3 0.4
F 1.381 -2.845 0.123 0.0 -0.1 -0.2
F -0.642 -3.480 -0.341 0.3 0.2 0.2
H -3.397 -0.023 0.799 -0.1 0.0 0.6
H -2.867 1.624 1.208 0.0 -0.4 -0.2
H -2.181 0.305 2.116 0.3 -0.4 -0.2
H -0.693 1.139 0.271 0.4 -0.5 -0.3
H -1.969 0.947 -0.919 0.1 -0.3 -0.1
C -3.577 5.865 4.197 -0.6 0.7 0.2
C -3.511 4.368 4.334 1.6 -0.4 0.9
O -4.613 3.632 3.756 0.5 0.4 -0.2
C -4.459 3.258 2.479 -1.2 0.3 1.2
O -3.563 3.471 1.728 0.2 0.3 -0.1
C -5.748 2.507 2.087 -0.2 -0.7 0.5
F -6.680 3.370 1.662 0.3 -0.1 -0.5
F -5.484 1.576 1.174 -0.2 0.6 -0.3
F -6.275 1.870 3.139 0.0 0.0 0.1
H -2.814 6.402 4.773 0.6 -0.6 -0.5
H -4.434 6.256 4.756 -0.5 -0.3 -0.5
H -3.613 6.201 3.160 0.0 0.1 0.2
H -3.394 4.184 5.405 -1.0 -0.5 0.0
H -2.599 3.875 3.993 0.1 0.6 -0.6
C 0.103 -5.364 3.009 -1.1 -0.9 0.5
C -0.287 -3.918 3.215 0.3 0.0 0.0
O 0.890 -3.152 2.909 1.2 0.1 -0.5
C 0.928 -1.851 3.034 -0.6 -0.8 1.1
O 0.040 -1.183 3.487 -0.7 -1.5 -1.1
C 2.326 -1.235 2.817 -0.7 -0.2 -0.3
F 2.680 -0.712 3.992 0.8 -0.4 0.0
F 3.214 -2.119 2.396 0.2 0.1 0.2
F 2.245 -0.236 1.937 0.1 0.1 -0.3
H 0.754 -5.621 2.177 0.0 0.6 -0.2
H -0.837 -5.902 2.854 0.1 -0.1 -0.2
H 0.513 -5.818 3.912 0.3 0.3 0.0
H -0.575 -3.743 4.254 0.1 0.1 0.0
H -1.108 -3.579 2.585 0.2 -0.1 -0.2
C 3.202 1.534 -2.337 0.1 -0.6 -0.5
C 4.677 1.747 -2.146 0.4 -0.4 0.5
O 5.200 2.327 -3.340 0.4 -0.5 -1.3
C 5.203 3.623 -3.549 0.0 0.0 1.0
O 5.093 4.468 -2.710 -0.2 0.4 0.1
C 5.410 4.005 -5.021 -0.2 -0.2 -0.5
F 6.587 4.624 -5.175 0.0 -0.1 0.0
F 5.359 2.955 -5.837 0.3 0.0 0.0
F 4.448 4.850 -5.405 0.2 0.2 0.2
H 2.795 1.099 -1.426 -0.5 0.7 0.1
H 2.986 0.763 -3.083 0.5 -0.1 -0.1
H 2.760 2.419 -2.797 -0.4 0.2 0.9
H 5.171 0.782 -2.024 0.1 0.1 -0.3
H 4.981 2.327 -1.272 -0.4 0.4 -0.1
C -4.980 -4.275 3.651 -0.8 -0.4 -0.2
C -4.283 -3.254 2.771 -0.5 1.2 1.7
O -4.442 -3.401 1.370 0.6 -0.3 -0.4
C -3.596 -4.255 0.793 -1.3 0.0 -0.5
O -2.824 -4.970 1.343 0.8 -0.2 0.3
C -3.854 -4.305 -0.748 -0.8 0.0 1.4
F -5.115 -3.936 -1.010 0.2 0.1 -0.3
F -3.023 -3.467 -1.338 0.2 -0.2 -0.6
F -3.707 -5.557 -1.170 0.4 0.2 -0.3
H -4.733 -5.315 3.441 0.5 0.1 0.1
H -6.071 -4.239 3.563 0.0 0.2 -0.4
H -4.835 -4.028 4.703 0.5 -0.1 0.0
H -3.250 -3.100 3.088 0.2 -0.5 -0.5
H -4.745 -2.290 2.998 -0.1 0.0 -0.3
C -1.136 1.331 -4.736 0.4 0.3 0.4
C 0.316 1.726 -4.522 0.3 -1.1 -1.2
O 0.430 3.144 -4.610 0.1 1.4 0.7
C 1.484 3.715 -5.210 -0.4 -1.8 -0.6
O 2.322 3.091 -5.794 0.4 0.5 0.1
C 1.405 5.250 -5.178 -0.7 0.4 0.0
F 0.106 5.604 -5.152 0.2 0.2 0.3
F 2.021 5.745 -4.100 -0.1 -0.1 -0.2
F 1.923 5.813 -6.266 0.2 -0.3 0.1
H -1.566 1.905 -5.554 -0.1 0.1 0.1
H -1.669 1.523 -3.805 -0.4 -0.1 -0.2
H -1.190 0.278 -5.009 0.0 0.0 0.2
H 0.925 1.285 -5.315 0.1 0.1 0.0
H 0.721 1.333 -3.589 -0.1 0.4 0.2
C -3.814 4.065 -2.621 -0.3 -0.5 -0.3
C -4.186 2.803 -1.825 1.5 1.6 0.5
O -4.287 1.723 -2.760 -0.5 -0.3 0.0
C -4.467 0.515 -2.248 -0.6 0.1 0.4
O -4.780 0.276 -1.112 0.3 -0.2 -0.7
C -4.221 -0.613 -3.300 -0.7 0.7 0.4
F -5.298 -1.386 -3.417 -0.2 -0.2 0.2
F -3.949 -0.142 -4.514 0.4 0.0 0.0
F -3.220 -1.345 -2.835 0.5 -0.2 -0.3
H -3.294 3.761 -3.530 0.2 0.1 0.1
H -3.174 4.722 -2.037 -0.1 0.0 0.0
H -4.695 4.616 -2.949 -0.1 0.0 0.1
H -4.987 3.060 -1.133 -0.8 -0.9 -0.5
H -3.371 2.554 -1.141 0.1 -0.1 -0.1
C 0.731 1.080 4.489 -1.9 0.5 -1.3
C -0.227 2.234 4.716 0.4 -0.1 0.2
O 0.204 2.881 5.925 0.9 0.3 1.5
C -0.025 4.135 6.216 -0.3 -0.2 -1.2
O -0.643 4.883 5.512 -0.3 0.8 0.2
C 0.644 4.572 7.542 -0.6 -1.1 0.3
F 1.809 5.161 7.293 0.0 0.0 0.2
F -0.138 5.388 8.248 0.1 0.3 -0.4
F 0.820 3.477 8.307 0.5 0.4 -0.1
H 1.575 1.281 3.834 0.3 0.6 0.7
H 0.144 0.416 3.839 0.4 1.0 0.7
H 0.930 0.488 5.376 0.3 0.3 0.1
H -1.245 1.902 4.936 0.0 -0.2 -0.1
H -0.265 2.927 3.876 0.1 0.1 0.1
C -1.045 6.928 1.548 0.8 1.5 1.3
C -1.962 5.910 0.948 -0.4 0.8 0.6
O -1.397 5.271 -0.189 0.6 -0.2 -0.7
C -0.669 4.172 -0.028 -1.1 0.2 0.7
O -0.617 3.498 0.960 0.4 0.2 0.1
C -0.012 3.749 -1.346 0.1 -0.6 1.5
F -0.982 3.352 -2.171 0.1 0.5 -0.7
F 0.772 4.708 -1.816 -0.3 -0.1 -0.7
F 0.719 2.668 -1.086 0.4 0.0 -0.3
H 0.019 6.687 1.605 -0.2 -0.6 -0.1
H -1.347 7.118 2.592 0.0 -0.4 -0.2
H -1.045 7.947 1.150 -0.3 -0.3 -0.7
H -2.852 6.421 0.581 -0.1 -0.2 -0.1
H -2.265 5.232 1.737 0.2 -0.5 -0.4
```
Positions in Å, forces in eV/Å.

Output
Structure (SMILES): CCOC(=O)C(F)(F)F.CCOC(=O)C(F)(F)F.CCOC(=O)C(F)(F)F.CCOC(=O)C(F)(F)F.CCOC(=O)C(F)(F)F.CCOC(=O)C(F)(F)F.CCOC(=O)C(F)(F)F.CCOC(=O)C(F)(F)F.CCOC(=O)C(F)(F)F.CCOC(=O)C(F)(F)F.CCOC(=O)C(F)(F)F
Net charge: 0
Kohn-Sham gap: 10.968 eV
E_HOMO: -0.3908 Ha
LUMO level: 0.33 eV
Total energy: -6660.57686 Eh
Energy above the lowest of the compared OMol25 structures with the same formula, charge and spin: 73.3 kcal/mol